Molecular formula: C40H44BrNO13PS
Method: DFT, the ωB97M-V functional and the def2-TZVPD basis

Computed properties:
Frontier orbital gap = 4.400 eV
LUMO energy = -0.302 eV
F_max = 0.0714 hartree/bohr
Total charge = -1

Geometry (Å):
C -3.71289 -0.25402 7.67985
C -4.66618 0.13029 6.39646
O -4.27820 1.35579 5.68173
C -3.01309 1.20274 4.94677
C -3.14787 0.49801 3.47022
O -3.69216 -0.86256 3.34286
P -3.43100 -1.48917 1.70111
C -2.96871 -2.43882 0.07536
C -3.05563 -1.51163 -1.27429
C -4.56089 -0.99084 -1.66440
Br -4.40546 -0.21723 -3.54482
O -2.02870 -0.43072 1.44158
C -1.74915 0.44782 2.61684
S -1.58416 2.15642 1.84409
C -0.33153 0.10148 3.36336
C 0.45836 -1.21848 2.71948
N 1.20442 -0.80870 1.46862
H -3.54202 -1.43465 7.63416
H -2.63622 0.22450 7.64611
H -4.18216 -0.01578 8.72540
H -4.77981 -0.82067 5.72313
H -5.74993 0.34310 6.84966
H -2.16496 0.66508 5.54847
H -2.61485 2.30968 4.74523
H -3.92440 1.15456 2.84486
H -4.41253 -0.60911 1.11177
H -4.33031 -2.58196 2.02232
H -2.43561 -2.32581 2.37385
H -3.56688 -3.46145 -0.03917
H -1.82658 -2.77015 0.17700
H -2.66820 -2.13682 -2.21309
H -2.31860 -0.57530 -1.21769
H -5.37895 -1.82843 -1.69517
H -4.91575 -0.07904 -0.98254
H -0.70685 2.02407 0.73230
H -0.41019 -0.10984 4.51198
H 0.40267 1.03144 3.24237
H -0.27062 -2.12523 2.58410
H 1.26392 -1.52170 3.54521
H 1.56960 -1.71070 1.05159
H 0.54879 -0.34298 0.80215
C 1.71006 4.87015 -3.37388
C 0.52803 5.06656 -2.78180
C 0.35646 4.86779 -1.32912
O -0.72554 5.04539 -0.78669
C 1.54141 4.44539 -0.55629
C 2.72344 4.24898 -1.14837
C 2.89501 4.44775 -2.60104
O 3.97701 4.27015 -3.14347
H 1.85285 5.01078 -4.43834
H -0.35038 5.37716 -3.33473
H 1.39863 4.30475 0.50818
H 3.60186 3.93838 -0.59543
C -1.01720 -7.20916 2.30447
C -0.46615 -7.17141 3.52154
C -0.83460 -6.12666 4.49721
O -0.32926 -6.09017 5.61068
C -1.83621 -5.12680 4.07667
C -2.38726 -5.16454 2.85960
C -2.01880 -6.20930 1.88393
O -2.52414 -6.24579 0.77046
H -0.75758 -7.96818 1.57664
H 0.26940 -7.89803 3.84530
H -2.09582 -4.36778 4.80450
H -3.12280 -4.43793 2.53584
C 6.88690 3.60620 2.98502
C 5.83372 3.97507 2.24943
C 4.68961 3.06608 2.03979
O 3.72614 3.40213 1.36503
C 4.75365 1.73506 2.67547
C 5.80683 1.36619 3.41106
C 6.95094 2.27518 3.62070
O 7.91441 1.93913 4.29547
H 7.73460 4.26046 3.14811
H 5.77141 4.94818 1.77721
H 3.90595 1.08080 2.51238
H 5.86914 0.39308 3.88328
C 7.73047 0.92388 -5.24325
C 8.28152 0.96163 -4.02619
C 7.91307 2.00638 -3.05051
O 8.41841 2.04287 -1.93704
C 6.91146 3.00625 -3.47106
C 6.36041 2.96850 -4.68812
C 6.72887 1.92375 -5.66380
O 6.22353 1.88726 -6.77727
H 7.99009 0.16486 -5.97108
H 9.01707 0.23501 -3.70243
H 6.65185 3.76527 -2.74323
H 5.62487 3.69512 -5.01188
C -4.21045 -0.85556 -7.28381
C -5.49716 -0.67532 -7.59721
C -6.05389 -1.17918 -8.86819
O -7.23101 -1.01291 -9.15675
C -5.13455 -1.89093 -9.77815
C -3.84785 -2.07117 -9.46476
C -3.29111 -1.56731 -8.19378
O -2.11400 -1.73358 -7.90522
H -3.78593 -0.49174 -6.35609
H -6.18439 -0.15599 -6.94008
H -5.55908 -2.25475 -10.70588
H -3.16061 -2.59050 -10.12189